[1]
38
Properties=species:S:1:pos:R:3:forces:R:3:lowdin_charge:R:1 method="wB97M-V/def2-TZVPD" e_lumo_ev=-0.75 energy_ev=-35237.9852 charge=0 multiplicity=1 homo_lumo_gap_ev=7.21
C 1.40089 0.39145 2.24533 -0.968 -3.179 -1.156 -0.162
N 0.99799 -0.53956 1.33265 2.129 2.302 2.706 0.137
C 0.92419 -0.47434 -0.09875 6.390 9.706 13.431 -0.493
N 1.43495 0.38556 -0.84279 1.187 4.407 -0.282 0.229
C 0.92436 -0.01635 -1.97967 2.619 0.272 -4.645 -0.225
C 1.43210 0.35700 -3.20989 0.453 1.767 0.985 -0.035
C 0.96534 -0.40898 -4.18184 1.965 4.122 -10.212 -0.186
C 0.06258 -1.35913 -4.25276 -1.820 -3.141 4.251 -0.128
C -0.20439 -1.83162 -2.96884 -3.648 -5.529 -0.397 -0.019
C 0.27957 -1.27037 -1.85411 0.882 4.490 -7.021 -0.210
N 0.43091 -1.38592 -0.62728 -10.260 -15.603 2.421 0.007
C -0.43177 -2.28648 0.12906 -3.643 -5.541 -8.422 0.027
C -2.15966 -2.09125 0.23611 10.054 -6.475 -4.299 -0.215
C -2.80878 -3.07475 -0.44008 -5.784 2.336 1.034 0.046
C -4.30330 -2.63943 -0.44676 9.338 -6.065 -1.442 -0.032
C -4.58945 -1.57003 0.17493 -11.462 2.653 -1.140 -0.224
C -3.86718 -0.69348 0.71686 9.470 3.025 2.495 -0.039
C -2.39653 -0.96091 0.72890 -8.721 3.495 1.347 -0.003
H -1.74274 -0.22512 0.89058 2.548 2.526 1.167 0.082
H -4.00932 0.27607 0.99625 -1.724 2.250 0.854 0.086
H -5.75943 -1.18498 0.02505 2.621 -1.236 0.637 0.180
H -4.71457 -3.47393 -0.77934 -3.702 -2.565 -1.767 0.055
H -2.41952 -4.01875 -0.81733 -0.097 0.510 0.040 0.106
H -0.12570 -3.49511 -0.21209 -1.133 3.471 0.638 0.197
H -0.15020 -2.24556 0.99775 2.964 0.305 9.189 -0.022
H -0.84961 -2.85700 -2.86810 1.512 2.519 -0.200 0.155
H -0.40715 -2.00545 -4.93515 0.106 0.241 -1.861 0.093
H 1.18005 0.01372 -5.55031 -0.003 -1.010 4.166 0.190
H 2.12607 1.21014 -3.35470 -0.613 -0.824 0.134 0.130
C 1.56122 1.81658 2.11925 0.497 3.768 -2.916 -0.416
C 1.68406 2.73372 0.85330 -1.369 -0.599 6.849 -0.004
C 1.73438 4.16272 1.25539 1.559 -3.549 -3.648 -0.191
C 1.87045 4.26221 2.56925 -0.645 2.831 4.438 -0.475
S 1.61823 2.88005 3.63359 0.572 -0.439 -3.876 0.953
H 1.94026 5.24709 3.17810 0.057 -1.718 -1.332 0.095
H 2.02023 4.79220 0.36256 -0.734 0.147 1.783 0.127
H 1.50941 2.38512 -0.11465 0.246 -0.709 -1.181 0.036
H 1.61678 -0.05347 3.35523 -0.842 1.040 -2.769 0.146

---

[2]
12
Properties=species:S:1:pos:R:3:forces:R:3:lowdin_charge:R:1 method="wB97M-V/def2-TZVPD" e_lumo_ev=0.01 energy_ev=-13832.4257 de_lowest_kj_mol=263.7 smiles=IN1C[C@@H]2C[C@@H]21 charge=0 multiplicity=1 homo_lumo_gap_ev=8.44
C -0.67662 -1.05875 0.39757 -0.085 -2.715 3.215 -0.158
C 0.20658 1.17201 0.25256 -1.160 3.328 0.736 -0.268
C -0.98102 0.25338 -0.04497 2.746 2.211 -0.798 -0.153
C 0.17786 -0.66402 -0.70550 -0.735 -1.408 -4.129 -0.339
N 1.11399 0.37522 -0.55092 0.926 0.537 0.253 -0.499
I 3.09285 -0.06411 0.11866 -0.766 0.070 0.038 0.639
H -0.26913 -1.36557 1.41166 -0.293 0.913 -0.998 0.140
H -1.54481 -1.65553 0.20624 0.077 -1.005 -0.632 0.110
H 0.04239 2.30711 -0.07476 0.648 -2.425 0.150 0.149
H 0.40812 1.25288 1.32084 0.263 -0.236 0.114 0.091
H -1.81270 0.62804 -0.56715 -1.101 -0.062 -0.335 0.117
H 0.24250 -1.18067 -1.76422 -0.519 0.791 2.386 0.171